C11H20MgN2OP as an isolated structure. Source: the Open Molecules 2025 dataset; level of theory: wB97M-V/def2-TZVPD.

max |F|: 2.77 eV/Å
spin multiplicity: 1
HOMO level: 0.47 eV
total charge: -1

Positions of all 36 atoms, in Å:
C: 1.365 2.549 -3.210
C: 2.647 1.872 -2.963
C: 3.014 2.130 -1.642
C: 1.968 2.973 -1.045
C: 1.029 3.334 -2.062
Mg: 0.830 1.071 -1.564
P: -0.433 -0.453 -2.673
H: 0.848 2.578 -4.172
H: 3.183 1.251 -3.683
H: 3.896 1.752 -1.122
H: 0.180 4.010 -1.958
H: 1.999 3.387 -0.035
H: -0.360 -1.796 -2.231
H: -0.205 -0.624 -4.061
H: -1.836 -0.254 -2.667
C: 0.705 -2.889 0.400
N: -0.301 -2.059 1.051
C: -1.289 -2.699 1.910
C: -1.584 -1.827 3.115
C: -2.075 -0.480 2.580
N: -1.128 0.105 1.626
C: -0.966 1.549 1.631
C: -0.345 -0.698 0.838
O: 0.250 -0.250 -0.144
H: 0.656 -2.806 -0.694
H: 0.581 -3.965 0.648
H: 1.715 -2.574 0.734
H: -2.231 -2.808 1.322
H: -0.986 -3.727 2.207
H: -0.669 -1.707 3.723
H: -2.383 -2.302 3.728
H: -2.308 0.217 3.415
H: -3.027 -0.658 2.034
H: -1.918 2.047 1.370
H: -0.657 1.866 2.654
H: -0.165 1.883 0.940